Entry 1:
This record from the Open Molecules 2025 dataset describes 8 unconnected molecules or ions with the total composition C24H62N14O8 at a distorted geometry. The level of theory is ωB97M-V/def2-TZVPD.

Results
- Net charge: 0
- Energy above the lowest of the compared OMol25 structures with the same formula, charge and spin: 37.2 kJ/mol
- E_tot: -2320.2930 a.u.
- SMILES: CC1(C)CCCC(C)(C)N1O.CC1(C)CCCC(C)(C)N1O.NC(N)=O.NC(N)=O.NC(N)=O.NC(N)=O.NC(N)=O.NC(N)=O
- E_HOMO: -8.26 eV
- Orbital gap: 8.71 eV
- Largest force on an atom: 3.160 eV Å⁻¹

Each line ends with the Mulliken charge.
Cartesian coordinates (Å):
C1 -1.18 1.33 18.56  0.695
O1 -0.31 0.74 17.89  -0.707
N1 -1.32 2.64 18.65  -0.276
N2 -1.91 0.68 19.59  -0.377
H1 -0.80 3.27 18.05  0.227
H2 -2.07 2.96 19.19  0.112
H3 -2.20 -0.27 19.33  0.202
H4 -2.67 1.18 20.13  0.262
C2 -7.29 -0.56 15.56  0.393
O2 -8.35 -1.07 15.19  -0.750
N3 -6.67 -0.83 16.74  -0.144
N4 -6.48 0.21 14.73  -0.282
H5 -7.28 -1.31 17.42  0.201
H6 -5.75 -0.45 16.98  0.115
H7 -6.68 0.24 13.70  0.223
H8 -5.48 0.32 15.05  0.391
C3 -9.49 2.05 17.41  0.473
O3 -8.49 1.71 18.02  -0.636
N5 -10.17 3.25 17.71  -0.439
N6 -10.04 1.26 16.41  -0.333
H9 -9.73 3.82 18.39  0.146
H10 -10.64 3.75 17.01  0.264
H11 -11.05 1.45 16.24  0.195
H12 -9.69 0.33 16.24  0.227
C4 -2.89 0.00 16.14  0.360
O4 -3.95 0.62 16.06  -0.625
N7 -1.87 0.03 15.12  -0.529
N8 -2.62 -0.82 17.16  -0.427
H13 -0.98 -0.27 15.50  0.293
H14 -1.88 0.88 14.62  0.254
H15 -1.65 -1.12 17.20  0.308
H16 -3.29 -0.78 17.92  0.100
C5 -3.94 -1.82 21.57  0.643
O5 -4.16 -2.10 20.38  -0.637
N9 -2.70 -1.13 21.81  -0.372
N10 -4.73 -2.28 22.59  -0.442
H17 -2.41 -0.69 22.70  0.179
H18 -1.98 -1.24 21.11  0.229
H19 -5.52 -2.74 22.24  0.246
H20 -4.73 -1.83 23.52  0.210
C6 -5.44 2.34 19.92  0.358
O6 -4.39 2.72 20.49  -0.792
N11 -6.66 2.12 20.56  -0.222
N12 -5.41 2.12 18.55  0.695
H21 -7.40 1.95 19.94  0.224
H22 -6.72 2.30 21.54  0.244
H23 -4.68 2.60 18.08  -0.510
H24 -6.28 2.02 18.09  0.085
C7 -2.92 5.89 18.45  -1.828
C8 -3.63 6.08 17.14  1.764
C9 -3.43 4.79 16.29  -0.528
C10 -4.45 4.54 15.15  -1.078
C11 -5.85 4.62 15.73  -0.797
C12 -6.18 6.00 16.45  1.400
N13 -5.09 6.22 17.44  1.103
O7 -5.34 7.47 18.08  -0.595
C13 -6.40 7.14 15.47  -1.769
C14 -7.42 5.64 17.25  -1.233
C15 -3.12 7.32 16.49  -1.720
H25 -3.39 5.03 18.93  0.170
H26 -3.02 6.72 19.14  0.333
H27 -1.90 5.71 18.13  0.462
H28 -2.36 4.89 15.96  0.425
H29 -3.43 3.92 16.98  -0.376
H30 -4.21 3.59 14.68  0.450
H31 -4.39 5.35 14.45  0.464
H32 -5.94 3.92 16.56  -0.118
H33 -6.68 4.55 14.96  0.507
H34 -7.24 6.84 14.79  0.407
H35 -6.69 8.03 15.95  0.388
H36 -5.45 7.26 14.95  0.338
H37 -7.18 4.97 18.11  -0.498
H38 -7.87 6.59 17.66  0.321
H39 -8.14 5.14 16.59  0.675
H40 -2.02 7.46 16.50  0.433
H41 -3.47 8.18 17.07  0.304
H42 -3.38 7.35 15.43  0.348
H43 -5.71 7.09 18.89  0.115
C16 -7.22 4.85 22.66  -1.646
C17 -7.88 6.09 22.07  2.256
C18 -8.89 6.52 23.19  -1.326
C19 -9.31 8.01 23.02  -0.611
C20 -8.02 8.90 22.88  -1.415
C21 -7.17 8.48 21.69  1.627
N14 -6.78 7.09 21.89  -0.167
O8 -5.84 6.68 20.84  -0.257
C22 -7.87 8.70 20.31  -0.994
C23 -5.92 9.28 21.55  -1.679
C24 -8.58 5.75 20.81  -1.836
H44 -6.54 4.36 21.98  -0.080
H45 -8.00 4.06 22.86  0.452
H46 -6.76 5.06 23.63  0.404
H47 -9.78 5.92 23.24  0.405
H48 -8.45 6.37 24.20  0.370
H49 -9.86 8.40 23.88  0.444
H50 -9.97 8.10 22.13  0.288
H51 -7.40 8.85 23.76  0.404
H52 -8.46 9.88 22.75  0.388
H53 -7.21 8.27 19.48  -0.146
H54 -8.93 8.35 20.15  0.243
H55 -7.94 9.76 20.24  0.638
H56 -5.37 9.23 20.61  0.124
H57 -6.07 10.37 21.64  0.422
H58 -5.26 8.87 22.37  0.419
H59 -9.36 6.39 20.58  0.645
H60 -9.11 4.83 21.05  0.664
H61 -7.98 5.49 19.96  -0.296
H62 -5.35 6.09 21.43  0.340

***

Entry 2:
This record from the Open Molecules 2025 dataset describes a molecular structure, C24H63Br2N5O9V at a distorted geometry. The level of theory is ωB97M-V/def2-TZVPD.

Results
- Net charge: -1
- Energy above the lowest of the compared OMol25 structures with the same formula, charge and spin: 207.5 kJ/mol
- E_tot: -7995.0869 a.u.
- E_HOMO: -2.02 eV
- Orbital gap: 3.95 eV
- Largest force on an atom: 2.546 eV Å⁻¹

Each line ends with the Mulliken charge.
Cartesian coordinates (Å):
O1 -0.90 -0.95 -1.98  -0.330
V1 0.11 0.28 -1.66  0.725
O2 0.14 0.52 -0.10  -0.185
O3 1.28 2.00 -2.35  -0.396
C1 2.67 1.84 -2.44  0.563
C2 3.56 3.06 -2.07  -0.728
O4 3.24 4.25 -2.59  -0.922
H1 2.94 1.62 -3.50  0.081
H2 3.00 0.90 -1.94  -0.191
H3 4.57 2.75 -2.48  0.244
H4 3.70 3.11 -0.96  0.018
Br1 -4.30 -5.03 -0.40  -0.199
C3 -4.44 -4.09 -2.08  -0.602
C4 -3.76 -2.74 -2.00  0.165
Br2 -3.85 -1.85 -3.74  -0.123
H5 -5.48 -3.99 -2.36  0.401
H6 -3.88 -4.62 -2.84  0.383
H7 -2.73 -2.77 -1.67  -0.366
H8 -4.27 -2.06 -1.31  0.341
C5 0.64 -3.43 -0.49  -1.573
C6 1.51 -2.28 -0.04  1.591
C7 2.82 -2.84 0.55  -1.007
O5 2.70 -3.83 1.54  -0.453
C8 2.05 -3.45 2.72  -0.488
N1 1.85 -1.32 -1.12  -0.035
H9 0.41 -4.07 0.37  0.415
H10 1.13 -4.07 -1.24  0.449
H11 -0.30 -3.13 -0.95  0.065
H12 0.91 -1.85 0.77  -0.964
H13 3.46 -2.01 0.90  0.556
H14 3.37 -3.36 -0.24  0.406
H15 0.97 -3.30 2.60  0.140
H16 2.49 -2.53 3.12  0.202
H17 2.16 -4.28 3.42  0.372
H18 2.76 -1.01 -0.78  0.148
H19 2.11 -1.94 -1.88  0.272
C9 -1.31 -1.05 7.40  -1.506
C10 -2.04 -0.07 6.48  0.899
C11 -2.02 -0.45 5.02  -0.984
O6 -0.71 -0.52 4.51  -0.261
C12 -0.69 -0.89 3.14  -0.357
N2 -3.41 0.21 6.92  -0.717
H20 -1.66 -0.93 8.42  0.426
H21 -0.22 -0.94 7.42  0.272
H22 -1.55 -2.08 7.10  0.340
H23 -1.52 0.89 6.59  0.171
H24 -2.63 0.24 4.43  0.229
H25 -2.54 -1.42 4.93  0.440
H26 0.34 -1.12 2.90  -0.523
H27 -1.09 -0.11 2.49  0.422
H28 -1.28 -1.80 2.98  0.501
H29 -3.44 0.99 7.57  0.276
H30 -3.78 -0.58 7.44  0.256
C13 -0.65 0.50 -5.34  -1.104
C14 0.51 -0.47 -5.21  0.113
C15 1.65 -0.18 -6.20  -0.917
O7 2.64 -1.15 -5.96  -0.282
C16 3.83 -0.91 -6.65  -0.836
N3 1.02 -0.35 -3.84  0.294
H31 -0.29 1.46 -4.96  0.348
H32 -1.45 0.22 -4.66  -0.427
H33 -0.97 0.70 -6.37  0.633
H34 0.18 -1.49 -5.41  0.415
H35 1.95 0.86 -6.01  0.354
H36 1.24 -0.26 -7.22  0.483
H37 4.16 0.14 -6.62  0.355
H38 3.69 -1.09 -7.73  0.301
H39 4.64 -1.56 -6.31  0.260
H40 1.38 0.61 -3.77  -0.146
H41 1.84 -0.94 -3.71  0.285
C17 1.77 1.69 6.91  -1.493
C18 1.65 2.24 5.50  0.654
C19 2.51 1.44 4.52  -0.788
O8 2.20 1.86 3.22  -0.288
C20 2.73 0.98 2.24  -0.637
N4 0.24 2.39 5.07  -0.748
H42 2.80 1.78 7.26  0.467
H43 1.31 0.70 7.01  0.051
H44 1.20 2.30 7.61  0.390
H45 1.99 3.28 5.49  0.387
H46 2.48 0.35 4.71  0.274
H47 3.59 1.61 4.70  0.456
H48 3.81 1.18 2.28  0.453
H49 2.41 1.39 1.28  0.115
H50 2.62 -0.11 2.35  0.186
H51 -0.10 1.45 4.83  0.030
H52 0.39 2.70 4.11  0.472
C21 -3.83 0.99 -1.48  -1.870
C22 -2.88 1.49 -2.57  2.166
C23 -3.43 2.75 -3.18  -1.070
O9 -2.62 3.10 -4.28  -0.147
C24 -2.90 4.35 -4.88  -0.877
N5 -1.61 1.77 -1.84  -0.490
H53 -4.04 1.82 -0.80  0.518
H54 -3.37 0.20 -0.89  0.249
H55 -4.80 0.63 -1.83  0.366
H56 -2.74 0.64 -3.23  -1.129
H57 -3.41 3.60 -2.48  0.353
H58 -4.49 2.61 -3.45  0.499
H59 -2.42 5.20 -4.39  0.334
H60 -3.97 4.44 -5.05  0.337
H61 -2.42 4.30 -5.86  0.213
H62 -1.86 2.29 -1.00  0.295
H63 -1.29 2.58 -2.39  0.284

***

Entry 3:
This record from the Open Molecules 2025 dataset describes 6 unconnected molecules or ions with the total composition C24H63N3O9 at a distorted geometry. The level of theory is ωB97M-V/def2-TZVPD.

Results
- Net charge: 0
- Energy above the lowest of the compared OMol25 structures with the same formula, charge and spin: 68.0 kJ/mol
- E_tot: -1793.4552 a.u.
- SMILES: COCCNCCOC.COCCNCCOC.COCCNCCOC.CCO.CCO.CCO
- E_HOMO: -8.33 eV
- Orbital gap: 8.78 eV
- Largest force on an atom: 1.451 eV Å⁻¹

Each line ends with the Mulliken charge.
Cartesian coordinates (Å):
C1 -5.67 4.39 5.79  -0.838
O1 -6.33 3.98 4.61  -0.308
C2 -6.87 2.68 4.75  -0.982
C3 -5.95 1.65 4.07  0.172
N1 -6.32 1.43 2.69  -0.508
C4 -5.25 0.78 1.93  -0.321
C5 -5.04 -0.69 2.30  -0.845
O2 -3.82 -0.80 3.01  -0.228
C6 -3.80 -1.91 3.89  -0.820
H1 -5.32 5.41 5.62  0.286
H2 -4.80 3.79 6.09  0.320
H3 -6.38 4.46 6.62  0.366
H4 -7.84 2.69 4.24  0.432
H5 -7.06 2.34 5.77  0.409
H6 -5.83 0.75 4.68  0.218
H7 -4.94 2.10 4.13  0.060
H8 -6.48 2.34 2.26  0.296
H9 -4.29 1.29 2.07  0.088
H10 -5.51 0.83 0.87  0.424
H11 -4.95 -1.28 1.38  0.429
H12 -5.88 -1.08 2.89  0.505
H13 -3.91 -2.85 3.33  0.314
H14 -4.62 -1.82 4.62  0.306
H15 -2.86 -1.92 4.45  0.227
C7 0.72 0.76 -4.87  -0.765
O3 1.08 -0.56 -4.54  -0.433
C8 1.81 -0.74 -3.34  0.207
C9 2.95 -1.73 -3.55  -0.113
N2 2.63 -2.83 -4.46  -0.368
C10 1.97 -3.94 -3.77  -0.205
C11 1.37 -4.89 -4.81  -0.719
O4 0.51 -4.23 -5.70  -0.374
C12 -0.73 -3.85 -5.16  -0.679
H16 1.38 1.47 -4.37  0.313
H17 -0.31 1.00 -4.58  0.243
H18 0.88 0.89 -5.94  0.289
H19 1.12 -1.12 -2.56  0.070
H20 2.17 0.21 -2.93  0.242
H21 3.30 -2.10 -2.58  0.128
H22 3.85 -1.20 -3.89  -0.161
H23 1.92 -2.44 -5.07  0.398
H24 1.17 -3.58 -3.10  0.168
H25 2.69 -4.45 -3.13  0.337
H26 0.88 -5.72 -4.28  0.366
H27 2.20 -5.32 -5.37  0.352
H28 -1.49 -4.59 -5.43  0.299
H29 -1.03 -2.88 -5.56  0.224
H30 -0.75 -3.73 -4.07  0.302
C13 6.30 0.35 -3.48  -0.971
O5 5.98 -0.20 -2.21  -0.131
C14 6.84 -1.27 -1.89  -0.598
C15 6.40 -1.87 -0.58  -0.779
N3 5.04 -2.39 -0.68  0.094
C16 4.69 -3.27 0.41  -0.660
C17 3.21 -3.64 0.28  -0.300
O6 2.37 -2.56 0.66  -0.076
C18 1.89 -2.59 1.98  -0.781
H31 7.36 0.65 -3.47  0.335
H32 5.70 1.23 -3.68  0.233
H33 6.08 -0.39 -4.26  0.392
H34 7.87 -0.89 -1.78  0.427
H35 6.82 -2.02 -2.69  0.334
H36 6.56 -1.12 0.21  0.349
H37 7.09 -2.69 -0.37  0.418
H38 4.45 -1.56 -0.70  -0.428
H39 4.86 -2.84 1.41  0.296
H40 5.28 -4.18 0.33  0.558
H41 2.93 -4.54 0.84  0.562
H42 3.00 -3.83 -0.78  -0.286
H43 1.13 -1.82 2.06  0.106
H44 2.71 -2.46 2.69  0.317
H45 1.39 -3.55 2.19  0.348
C19 2.75 0.78 -0.14  0.163
C20 3.04 1.92 0.85  -0.654
O7 2.23 3.04 0.56  -0.534
H46 3.06 1.15 -1.12  0.138
H47 1.69 0.56 -0.24  0.064
H48 3.33 -0.12 0.07  -0.037
H49 4.09 2.19 0.80  0.352
H50 2.78 1.55 1.85  0.329
H51 1.33 2.83 0.85  0.331
C21 -1.45 1.20 -1.02  -1.153
C22 -1.15 1.26 0.46  1.088
O8 -0.50 2.47 0.82  -0.536
H52 -2.11 1.99 -1.38  0.362
H53 -1.88 0.22 -1.27  0.379
H54 -0.54 1.32 -1.61  0.195
H55 -0.46 0.44 0.70  -0.236
H56 -2.04 1.05 1.07  -0.329
H57 -1.12 3.05 1.28  0.329
C23 -3.33 6.22 2.04  -1.362
C24 -3.55 4.86 2.68  0.299
O9 -2.43 4.02 2.44  -0.555
H58 -4.12 6.91 2.35  0.366
H59 -3.34 6.11 0.96  0.326
H60 -2.35 6.62 2.30  0.321
H61 -4.44 4.39 2.26  0.154
H62 -3.75 4.99 3.75  0.068
H63 -2.30 3.45 3.20  0.245

***

Entry 4:
This record from the Open Molecules 2025 dataset describes a molecular structure, C24H63N9O13Zn2 at a distorted geometry. The level of theory is ωB97M-V/def2-TZVPD.

Results
- Net charge: 0
- Energy above the lowest of the compared OMol25 structures with the same formula, charge and spin: 0.0 kJ/mol
- E_tot: -5981.7956 a.u.
- E_HOMO: -8.56 eV
- Orbital gap: 8.02 eV
- Largest force on an atom: 10.849 eV Å⁻¹

Each line ends with the Mulliken charge.
Cartesian coordinates (Å):
Zn1 14.05 -16.31 13.74  0.382
Zn2 10.91 -16.07 12.97  2.091
C1 11.96 -17.27 15.05  0.821
O1 13.17 -17.78 14.87  -0.916
O2 11.05 -17.74 14.29  -1.189
O3 12.17 -16.04 14.68  0.074
C2 12.91 -15.11 11.73  0.839
O4 11.77 -14.57 11.81  -0.797
O5 13.94 -14.68 12.37  -0.878
O6 12.79 -16.39 11.85  -0.769
C3 16.03 -17.85 17.15  0.460
O7 16.66 -17.88 16.08  -0.779
N1 14.71 -17.66 17.18  -0.111
N2 16.61 -17.75 18.38  -0.394
H1 14.25 -17.09 17.88  0.464
H2 14.16 -17.60 16.31  -0.215
H3 16.17 -17.25 19.13  0.157
H4 17.61 -17.83 18.44  0.261
C4 12.59 -11.94 14.85  0.448
O8 12.15 -10.91 15.39  -0.719
N3 13.10 -11.95 13.60  -0.256
N4 12.35 -13.16 15.40  0.146
H5 13.53 -11.15 13.19  0.186
H6 13.04 -12.84 13.13  0.173
H7 12.64 -14.08 15.09  -0.290
H8 12.09 -13.12 16.38  -0.097
C5 14.93 -19.01 11.66  -1.535
C6 16.14 -18.24 12.19  0.610
C7 16.74 -17.29 11.11  -0.810
O9 17.98 -16.92 11.69  -0.376
C8 18.45 -15.67 11.21  -0.672
N5 15.70 -17.35 13.33  0.132
H9 14.35 -19.55 12.42  0.338
H10 15.30 -19.74 10.94  0.448
H11 14.12 -18.41 11.23  0.169
H12 16.84 -18.98 12.57  0.352
H13 16.10 -16.43 10.91  0.292
H14 16.96 -17.92 10.25  0.494
H15 17.74 -14.86 11.38  0.255
H16 18.79 -15.77 10.17  0.323
H17 19.39 -15.30 11.64  0.259
H18 16.07 -17.68 14.23  0.253
H19 16.37 -16.62 13.03  0.392
C9 7.18 -15.81 11.07  -1.604
C10 8.49 -15.48 11.79  0.485
C11 8.29 -14.70 13.05  -1.105
O10 9.44 -14.81 13.90  -0.191
C12 9.38 -13.98 15.03  -0.573
N6 9.32 -16.71 11.88  -0.420
H20 7.25 -16.45 10.18  0.434
H21 6.77 -14.91 10.60  0.451
H22 6.46 -16.23 11.78  0.283
H23 9.04 -14.79 11.14  0.356
H24 7.51 -15.05 13.75  0.390
H25 8.03 -13.65 12.90  0.410
H26 9.46 -12.92 14.81  0.331
H27 10.10 -14.35 15.76  -0.204
H28 8.46 -14.12 15.62  0.406
H29 8.85 -17.38 12.48  0.255
H30 9.19 -17.09 10.95  0.340
C13 13.66 -13.50 18.67  -1.571
C14 12.95 -14.70 19.33  0.482
C15 11.74 -15.16 18.52  0.206
O11 10.73 -14.18 18.53  -0.276
C16 9.78 -14.31 19.60  -0.798
N7 13.99 -15.73 19.56  -0.571
H31 14.06 -13.73 17.69  0.249
H32 14.46 -13.14 19.31  0.458
H33 12.93 -12.70 18.49  0.379
H34 12.66 -14.36 20.33  0.281
H35 11.25 -16.10 18.81  0.365
H36 12.06 -15.36 17.49  -0.714
H37 10.28 -14.52 20.54  0.326
H38 8.93 -14.95 19.39  0.261
H39 9.40 -13.28 19.63  0.275
H40 14.70 -15.31 20.16  0.307
H41 13.61 -16.37 20.26  0.200
C17 9.88 -22.13 16.41  -1.672
C18 10.83 -20.98 16.10  1.622
C19 11.84 -20.62 17.19  -0.712
O12 11.24 -20.31 18.42  -0.459
C20 11.00 -18.94 18.75  -0.387
N8 11.59 -21.08 14.84  -0.688
H42 9.21 -22.39 15.60  0.411
H43 9.32 -21.83 17.30  0.361
H44 10.43 -22.97 16.85  0.404
H45 10.18 -20.09 16.11  -0.440
H46 12.54 -19.83 16.89  0.071
H47 12.48 -21.50 17.32  0.422
H48 11.87 -18.38 19.12  0.186
H49 10.27 -19.09 19.54  0.336
H50 10.67 -18.40 17.87  0.157
H51 10.99 -21.53 14.16  0.334
H52 11.70 -20.16 14.41  0.137
C21 6.77 -18.75 14.55  -1.492
C22 7.33 -19.97 13.83  1.204
C23 6.38 -20.78 12.97  -0.756
O13 5.42 -21.61 13.63  -0.394
C24 4.46 -20.86 14.35  -0.710
N9 8.50 -19.50 13.11  -0.420
H53 7.56 -18.13 14.97  0.310
H54 6.06 -18.94 15.35  0.449
H55 6.16 -18.18 13.83  0.238
H56 7.64 -20.63 14.65  -0.130
H57 7.00 -21.44 12.35  0.349
H58 5.82 -20.12 12.28  0.371
H59 3.73 -21.62 14.66  0.294
H60 3.92 -20.08 13.83  0.302
H61 4.83 -20.65 15.36  0.255
H62 9.10 -20.28 12.85  0.234
H63 9.09 -18.88 13.65  -0.100

***

The lowest largest force on an atom belongs to which entry?
C24H63N3O9